A.
Computed, not measured: 2 unconnected molecules or ions with the total composition C3H4N4, with ωB97M-V/def2-TZVPD.

Element x y z (Å)
N: 2.19465 -0.05929 -0.27466
C: 1.02007 -0.44848 0.20156
C: 0.19494 0.68376 0.54866
N: -1.01986 0.45058 0.94684
C: -2.08651 0.18153 1.42221
N: -2.06372 -1.38981 -1.37469
N: -1.07155 -1.34677 -1.85263
H: 2.49651 0.90911 -0.39346
H: 2.86650 -0.75380 -0.56726
H: 0.47325 1.74168 0.48377
H: -3.00427 0.03147 0.85966

Output
frontier orbital gap = 8.62 eV
charge = 0
E_LUMO = 0.3563 eV
HOMO energy = -8.259 eV



B.
Computed, not measured: a single C3H4N4 molecule, with ωB97M-V/def2-TZVPD.

Element x y z (Å)
N: 0.35057 1.24541 -2.21445
C: 0.18106 0.60765 -1.14721
N: 1.25035 0.22859 -0.28426
C: 0.92893 -0.26388 0.87360
N: -0.37294 -0.52588 1.34128
C: -1.36113 -0.42582 0.33425
N: -1.16251 0.09650 -0.80875
H: 1.30501 1.48151 -2.39389
H: 1.71440 -0.54460 1.56070
H: -0.46101 -1.26882 2.12703
H: -2.37273 -0.63065 0.61169

Output
frontier orbital gap = 9.74 eV
SMILES string = N=c1nc[nH]cn1
charge = 0
E_LUMO = 0.3967 eV
HOMO energy = -9.338 eV



B has the most favorable energy; the next structure is 0.0913 hartree above.



A.
Computed, not measured: a single C3H4N4 molecule, with ωB97M-V/def2-TZVPD.

Element x y z (Å)
C: -1.28135 1.33829 -1.91802
C: -0.49126 -0.63752 0.04684
C: 0.37559 0.55962 -0.09019
N: -1.36670 2.30793 -2.72340
N: -0.32380 3.05363 -2.47403
N: 0.46116 2.55472 -1.59034
N: -0.13538 1.40916 -1.22544
H: -0.29044 -1.61823 -0.40465
H: -1.24963 -0.59322 0.83108
H: 0.36555 1.17016 0.86340
H: 1.47870 0.43777 -0.30018

Output
frontier orbital gap (alpha / beta) = 7.94 / 9.69 eV
charge = 0
E_LUMO (alpha / beta) = -1.9700 / -1.0275 eV
HOMO energy (alpha / beta) = -9.908 / -10.721 eV



B.
Computed, not measured: a single C3H4N4 molecule, with ωB97M-V/def2-TZVPD.

Element x y z (Å)
C: -2.06979 0.24644 -0.00080
C: -1.10489 -0.65922 -0.00248
N: 0.26851 -0.32008 0.00372
N: 0.73761 0.91606 0.00153
C: 2.03999 0.69680 -0.00194
N: 2.34608 -0.62011 -0.00070
N: 1.21078 -1.25069 0.00100
H: -3.10428 -0.07400 -0.00016
H: -1.84851 1.30828 0.00647
H: -1.25063 -1.73325 -0.00204
H: 2.77512 1.48977 -0.00460

Output
frontier orbital gap = 10.39 eV
SMILES string = C=Cn1ncnn1
charge = 0
E_LUMO = 0.4128 eV
HOMO energy = -9.977 eV



C.
Computed, not measured: a molecular structure, C3H4N4, with ωB97M-V/def2-TZVPD.

Element x y z (Å)
C: -2.11492 0.19478 -0.11536
C: -1.06366 -0.66682 -0.00854
C: 2.14150 0.63941 0.09913
H: -3.11796 -0.26530 0.37447
H: -2.20040 1.39111 -0.75641
H: -1.28370 -1.72082 0.78210
H: 2.67848 1.72657 -0.13738
N: 0.29169 -0.32493 -0.02346
N: 0.87280 0.89360 0.06845
N: 2.44453 -0.67251 -0.04870
N: 1.35165 -1.19509 -0.23431

Output
frontier orbital gap = 9.97 eV
charge = 0
E_LUMO = 0.1562 eV
HOMO energy = -9.810 eV



B has the most favorable energy; the next structure is 0.1330 hartree above.



A.
Computed, not measured: a single C3H3NO molecule, with ωB97M-V/def2-TZVPD.

Element x y z (Å)
O: 0.60861 1.24132 -0.43384
C: -0.59755 0.73965 0.05943
C: -0.62236 -0.60706 -0.22608
N: 0.52368 -1.06809 -0.96082
C: 0.97494 -0.11715 -0.16670
H: -1.19271 1.33006 0.74149
H: -1.28903 -1.31854 0.25267
H: 1.59441 -0.20020 0.73384

Output
frontier orbital gap = 9.05 eV
charge = 0
E_LUMO = 0.7410 eV
HOMO energy = -8.311 eV



B.
Computed, not measured: a single C3H3NO molecule, with ωB97M-V/def2-TZVPD.

Element x y z (Å)
C: -1.62656 2.16897 0.72020
C: -0.86910 1.20979 0.35276
C: -0.23026 0.02566 -0.35251
N: 0.72353 0.68603 0.34420
O: 1.46332 1.55600 -0.11761
H: -0.50308 -0.92815 0.03225
H: -0.37246 0.23128 -1.41693
H: 0.78052 0.23199 1.22926

Output
frontier orbital gap (alpha / beta) = 8.55 / 8.55 eV
charge = 0
E_LUMO (alpha / beta) = -1.1052 / -1.1048 eV
HOMO energy (alpha / beta) = -9.658 / -9.659 eV



C.
Computed, not measured: 2 unconnected molecules or ions with the total composition C3H3NO, with ωB97M-V/def2-TZVPD.

Element x y z (Å)
N: 1.65870 1.16460 0.58048
C: 2.00164 0.23530 -0.06221
O: 2.17432 -0.73686 -0.69936
H: 2.07899 2.03368 0.92730
C: -1.66927 -1.15022 -0.02526
C: -2.21611 -0.12894 -0.26356
H: -1.17111 -2.12498 0.21491
H: -2.85717 0.70744 -0.67229

Output
frontier orbital gap = 11.50 eV
SMILES string = N=C=O.C#C
charge = 0
E_LUMO = 0.8134 eV
HOMO energy = -10.682 eV



D.
Computed, not measured: 2 unconnected molecules or ions with the total composition C3H3NO, with ωB97M-V/def2-TZVPD.

Element x y z (Å)
C: -1.34112 0.73561 -0.22320
C: 1.03162 1.16865 -0.69211
C: 1.68351 -0.00782 -0.19848
N: -2.47819 0.80680 0.12244
O: 1.24521 1.15970 0.53108
H: 1.20782 -0.98740 0.12216
H: 2.83902 -0.17111 -0.30163
H: -3.44076 0.82613 0.15264

Output
frontier orbital gap = 9.84 eV
charge = 0
E_LUMO = 1.0381 eV
HOMO energy = -8.802 eV



C has the most favorable energy; the next structure is 0.0882 hartree above.



A.
Computed, not measured: 2 unconnected molecules or ions with the total composition C3H3NO, with ωB97M-V/def2-TZVPD.

Element x y z (Å)
O: -1.38281 -0.43880 -0.36545
C: -0.48619 -0.82318 -1.15074
C: 1.40873 0.34559 0.21604
C: 0.70298 0.45650 1.19597
N: -1.92759 -0.15722 0.66779
H: -0.48988 -0.18292 -2.04484
H: 2.26348 0.35165 -0.43817
H: -0.08873 0.44839 1.91941

Output
frontier orbital gap (alpha / beta) = 8.37 / 8.37 eV
charge = 0
E_LUMO (alpha / beta) = -0.6707 / -0.6756 eV
HOMO energy (alpha / beta) = -9.044 / -9.048 eV



B.
Computed, not measured: 2 unconnected molecules or ions with the total composition C3H3NO, with ωB97M-V/def2-TZVPD.

Element x y z (Å)
C: -2.11503 1.73779 0.88677
C: -1.48539 0.76194 0.54598
C: 0.81474 -0.06387 -0.19913
N: 0.44686 -0.90859 0.65747
O: -0.67918 -1.06829 1.14306
H: -2.46787 2.73801 0.95057
H: -0.02664 0.74864 -0.44574
H: 1.78104 -0.01989 -0.57189

Output
frontier orbital gap (alpha / beta) = 8.46 / 8.46 eV
charge = 0
E_LUMO (alpha / beta) = -1.6217 / -1.6229 eV
HOMO energy (alpha / beta) = -10.087 / -10.086 eV



B has the most favorable energy; the next structure is 0.0696 hartree above.